1.
Here is a cluster of 2 separate species, C3H6NO2S in total at a distorted geometry from OMol25. Energies are from ωB97M-V/def2-TZVPD.

HOMO (spin up / spin down), eV: -3.43 / -3.76
Energy relative to the best compared isomer or geometry (same formula, charge and spin), kJ/mol: 676.3
DFT total energy, a.u.: -721.15103
Total charge: -1

Geometry (Å):
C -1.083 2.043 0.800
C 0.590 -0.767 -0.324
C 1.948 -1.355 -0.136
N -0.058 -0.338 0.662
O -2.518 -0.106 1.267
O -1.897 0.171 -1.950
S -1.542 0.459 0.348
H -0.493 2.461 -0.012
H -1.979 2.640 0.960
H 0.172 -0.707 -1.336
H 2.667 -0.826 -0.762
H 1.950 -2.405 -0.426
H 2.244 -1.271 0.909

Löwdin atomic charge list, values in e, 5 entries: -0.30, -0.30, -0.08, -0.13, -0.47

=====

2.
Here is the ion C3H6NO2S with charge -1 at a distorted geometry from OMol25. Energies are from ωB97M-V/def2-TZVPD.

HOMO (spin up / spin down), eV: 0.34 / -4.82
Multiplicity: 3
Energy relative to the best compared isomer or geometry (same formula, charge and spin), kJ/mol: 225.8
DFT total energy, a.u.: -721.17192
Total charge: -1

Geometry (Å):
C 0.484 -0.585 -0.048
C -0.986 -0.676 0.491
C 0.856 1.870 0.069
N 1.256 0.598 0.233
O 2.410 0.291 0.863
O -0.212 2.263 -0.438
S -2.172 0.071 -0.630
H 1.083 -1.422 0.119
H 0.282 -0.512 -1.202
H -1.289 -1.710 0.718
H -1.200 -0.256 1.560
H 1.626 2.544 0.803
H -1.328 1.127 -0.678

Löwdin atomic charge list, values in e, 5 entries: -0.23, -0.59, -0.48, -0.26, -0.11

=====

3.
Here is a cluster of 2 separate species, C3H6NO2S2 in total at a distorted geometry from OMol25. Energies are from ωB97M-V/def2-TZVPD.

HOMO, eV: -3.25
Energy relative to the best compared isomer or geometry (same formula, charge and spin), kJ/mol: 551.9
DFT total energy, a.u.: -1119.39394
Total charge: -1

Geometry (Å):
N 0.682 -0.865 -0.916
C 0.016 0.084 -0.163
C -1.350 0.430 -0.651
O -1.538 0.633 -1.877
O -2.246 0.444 0.222
C 0.285 0.429 1.265
S 1.886 1.117 1.732
S 1.411 3.098 1.958
H -0.487 -3.057 -1.733
H 1.564 -1.043 -0.417
H 0.819 0.533 -0.880
H -0.441 1.170 1.587
H 0.327 -0.388 1.984
H -0.926 -2.584 -2.110

Löwdin atomic charge list, values in e, 5 entries: 0.26, -0.36, -0.70, -0.04, 0.00

=====

4.
Here is the ion C3H6NO3 with charge -1 at a distorted geometry from OMol25. Energies are from ωB97M-V/def2-TZVPD.

HOMO, eV: -1.64
Energy relative to the best compared isomer or geometry (same formula, charge and spin), kJ/mol: 547.4
DFT total energy, a.u.: -398.28558
Total charge: -1

Geometry (Å):
C 1.616 -0.432 -0.253
C 0.898 0.879 0.267
O 1.564 1.951 0.254
O -0.403 0.950 0.790
C -1.421 0.642 -0.236
N -1.542 -0.813 -0.532
O -1.658 -1.516 0.658
H 2.329 -0.823 0.560
H 0.917 -1.288 -0.510
H 2.254 -0.186 -1.169
H -1.308 1.248 -1.191
H -2.443 0.949 0.217
H -0.803 -1.562 1.145

Löwdin atomic charge list, values in e, 5 entries: -0.04, -0.45, -0.01, -0.10, -0.32

=====

5.
Here is a cluster of 2 separate species, C3H6NO3S in total at a distorted geometry from OMol25. Energies are from ωB97M-V/def2-TZVPD.

HOMO, eV: -5.24
Energy relative to the best compared isomer or geometry (same formula, charge and spin), kJ/mol: 204.3
DFT total energy, a.u.: -796.60784
Total charge: -1

Geometry (Å):
C 1.363 2.183 0.125
C -0.887 -0.354 -0.423
C 0.249 -0.523 0.564
N 0.987 2.793 1.023
O 2.767 0.308 0.439
O 1.752 -0.361 -1.568
O 2.261 -2.090 0.187
S 1.884 -0.685 -0.159
H 0.235 -1.480 1.070
H 1.476 1.784 -0.864
H -0.904 -1.182 -1.100
H -0.758 0.528 -1.035
H -1.904 -0.527 0.146
H 0.144 0.175 1.467

Löwdin atomic charge list, values in e, 5 entries: -0.16, -0.15, -0.35, 0.05, -0.41

=====

6.
Here is a cluster of 2 separate species, C3H6NO3S2 in total at a distorted geometry from OMol25. Energies are from ωB97M-V/def2-TZVPD.

HOMO (spin up / spin down), eV: -3.86 / -4.04
Energy relative to the best compared isomer or geometry (same formula, charge and spin), kJ/mol: 216.2
DFT total energy, a.u.: -1194.73105
Total charge: -1

Geometry (Å):
C -0.210 -1.483 -0.195
C -1.072 -0.740 0.875
C 1.078 -0.798 -0.252
N -0.277 -0.121 1.862
O -0.829 1.541 -1.349
O -0.276 3.646 -0.060
O 1.538 2.239 -0.917
S 1.286 -0.034 1.373
S 0.131 2.271 -0.421
H -0.034 -2.539 0.123
H -0.692 -1.533 -1.186
H -1.712 0.000 0.360
H -1.957 -1.232 1.330
H 2.039 -1.359 -0.630
H 0.986 0.144 -0.912

Löwdin atomic charge list, values in e, 5 entries: -0.28, -0.38, -0.51, -0.37, -0.46

=====

7.
Here is a cluster of 2 separate species, C3H6NO4 in total at a distorted geometry from OMol25. Energies are from ωB97M-V/def2-TZVPD.

HOMO, eV: -4.53
Energy relative to the best compared isomer or geometry (same formula, charge and spin), kJ/mol: 661.6
DFT total energy, a.u.: -473.52284
Total charge: -1

Geometry (Å):
C 1.568 0.303 -0.141
C -0.878 -0.990 0.757
C 0.474 -0.319 -1.101
N -0.853 -0.561 -0.600
O 1.353 1.464 0.292
O 2.560 -0.395 0.076
O -1.130 1.736 0.683
O -1.571 1.197 -0.475
H 0.010 -1.579 1.009
H -0.879 -0.106 1.428
H -1.795 -1.560 0.941
H 0.852 -1.302 -1.410
H 0.379 0.311 -1.991
H -0.089 1.800 0.531

Löwdin atomic charge list, values in e, 5 entries: -0.70, -0.15, -0.17, -0.05, -0.06

=====

8.
Here is a cluster of 2 separate species, C3H6NO4 in total at a distorted geometry from OMol25. Energies are from ωB97M-V/def2-TZVPD.

HOMO, eV: -4.74
Energy relative to the best compared isomer or geometry (same formula, charge and spin), kJ/mol: 124.8
DFT total energy, a.u.: -473.72730
Total charge: -1

Geometry (Å):
C -0.809 1.708 -0.287
N 0.264 0.920 -0.586
C 1.058 0.360 0.522
C 1.342 -1.115 0.262
O 2.282 -1.644 0.896
O 0.592 -1.747 -0.530
O -1.029 2.078 0.857
H -1.498 2.061 -1.054
H 0.485 0.482 -1.456
H 2.029 0.860 0.527
H 0.505 0.525 1.433
H -1.078 -1.513 -0.662
H -2.107 -1.644 0.503
O -2.037 -1.332 -0.424

Löwdin atomic charge list, values in e, 5 entries: -0.37, 0.03, -0.10, -0.70, -0.07

=====

9.
Here is the ion C3H6NOS with charge -1 at a distorted geometry from OMol25. Energies are from ωB97M-V/def2-TZVPD.

HOMO, eV: -2.74
Energy relative to the best compared isomer or geometry (same formula, charge and spin), kJ/mol: 102.6
DFT total energy, a.u.: -646.12665
Total charge: -1

Geometry (Å):
C 0.747 0.408 0.756
C -0.257 -0.727 1.031
S -2.023 -0.291 0.889
C 1.208 0.377 -0.693
N 0.221 0.132 -1.684
O 2.344 0.601 -0.988
H 1.632 0.335 1.389
H 0.213 1.322 1.033
H 0.013 -1.311 1.921
H -0.164 -1.533 0.286
H -0.521 0.820 -1.566
H -0.315 -0.712 -1.514

Löwdin atomic charge list, values in e, 5 entries: -0.22, -0.80, 0.09, -0.54, 0.08

=====

10.
Here is the ion C3H6NOS with charge +1 at a distorted geometry from OMol25. Energies are from ωB97M-V/def2-TZVPD.

HOMO, eV: -13.02
Energy relative to the best compared isomer or geometry (same formula, charge and spin), kJ/mol: 76.2
DFT total energy, a.u.: -645.78226
Total charge: +1

Geometry (Å):
C -0.036 0.820 -0.468
C -1.218 1.218 -0.963
C 1.135 -0.947 0.845
N 0.137 -0.570 0.098
O 2.208 -0.186 0.975
S -2.628 0.332 -1.291
H 0.883 1.463 -0.442
H -1.478 2.323 -1.220
H 1.037 -1.896 1.529
H -2.460 -0.751 -0.495
H -0.540 -1.222 -0.100
H 2.960 -0.585 1.532

Löwdin atomic charge list, values in e, 5 entries: -0.11, -0.53, -0.11, 0.12, 0.12

=====

11.
Here is an isolated molecule of C3H6O at a distorted geometry from OMol25. Energies are from ωB97M-V/def2-TZVPD.

HOMO, eV: -9.20
Energy relative to the best compared isomer or geometry (same formula, charge and spin), kJ/mol: 74.1
DFT total energy, a.u.: -193.11497
Total charge: 0

Geometry (Å):
C -1.342 0.560 0.215
C -0.055 0.315 0.090
O 0.845 1.293 0.489
C 0.566 -0.898 -0.519
H -2.180 -0.045 -0.120
H -1.635 1.488 0.685
H 1.480 0.891 1.096
H 1.120 -0.632 -1.427
H 1.369 -1.286 0.106
H -0.168 -1.686 -0.616

Löwdin atomic charge list, values in e, 5 entries: 0.05, -0.48, 0.00, -0.05, 0.06

=====

12.
Here is a structure of composition C3H6O12P2V at a distorted geometry from OMol25. Energies are from ωB97M-V/def2-TZVPD.

HOMO (spin up / spin down), eV: 3.88 / 3.95
Multiplicity: 3
DFT total energy, a.u.: -2647.47540
Total charge: -3

Geometry (Å):
O 1.257 0.536 1.495
V -0.049 -0.265 1.783
P -2.355 1.025 1.806
O -3.666 0.544 2.400
O -2.910 1.527 0.502
O -2.036 -0.348 1.176
O -0.971 1.425 2.547
P 0.974 -2.528 2.735
O 2.322 -2.256 3.293
O 0.394 -3.459 3.818
O 0.579 -2.143 1.337
O 0.379 -1.317 3.559
C -1.176 2.312 -2.469
O -0.076 1.442 -2.854
C 0.557 0.715 -2.032
O 0.214 0.408 -0.900
O 1.485 -0.019 -2.768
C 2.231 -1.025 -2.132
H -1.094 3.192 -3.108
H -1.132 2.540 -1.404
H -2.098 1.759 -2.643
H 1.627 -1.923 -2.263
H 2.477 -0.916 -1.075
H 3.066 -1.226 -2.803

Löwdin atomic charge list, values in e, 5 entries: -0.42, 0.82, -0.03, -0.31, -0.30

=====

13.
Here is a structure of composition C3H6O2 at a distorted geometry from OMol25. Energies are from ωB97M-V/def2-TZVPD.

HOMO, eV: -10.36
Energy relative to the best compared isomer or geometry (same formula, charge and spin), kJ/mol: 223.2
DFT total energy, a.u.: -268.32020
Total charge: 0

Geometry (Å):
C -1.571 -0.997 -0.233
C -0.339 -0.216 -0.313
C 0.237 0.423 0.992
H -2.083 -0.946 0.952
H -1.222 -2.260 -0.521
H -2.310 -0.559 -1.124
H -0.539 1.113 1.355
H 0.321 -0.390 1.777
H 1.602 0.880 -0.218
O 0.300 -0.150 -1.343
O 1.484 1.013 0.731

Löwdin atomic charge list, values in e, 5 entries: -0.07, -0.52, -0.21, 0.14, 0.18

=====

14.
Here is an isolated molecule of C3H6O2 at a distorted geometry from OMol25. Energies are from ωB97M-V/def2-TZVPD.

HOMO, eV: -9.07
Energy relative to the best compared isomer or geometry (same formula, charge and spin), kJ/mol: 251.3
DFT total energy, a.u.: -268.30951
Total charge: 0

Geometry (Å):
O -1.939 -0.258 -0.054
C -1.028 0.685 0.309
C 0.247 0.473 0.686
C 0.995 -0.671 0.059
O 1.085 -0.055 -1.229
H -1.523 -1.129 -0.128
H 0.231 0.498 -1.114
H -1.466 1.676 0.274
H 0.887 1.329 0.888
H 0.446 -1.630 0.016
H 1.969 -0.895 0.522

Löwdin atomic charge list, values in e, 5 entries: 0.02, -0.23, -0.09, -0.25, -0.10

=====

15.
Here is a cluster of 2 separate species, C3H6O2 in total at a distorted geometry from OMol25. Energies are from ωB97M-V/def2-TZVPD.

HOMO, eV: -8.96
Energy relative to the best compared isomer or geometry (same formula, charge and spin), kJ/mol: 284.4
DFT total energy, a.u.: -268.29690
Total charge: 0

Geometry (Å):
C -0.488 -0.594 -1.380
C -1.812 -0.515 -1.628
H 0.172 -1.292 -1.880
H -0.047 0.121 -0.691
H -2.320 -1.476 -1.726
H -2.349 0.347 -2.005
O 0.426 0.292 2.720
C 0.982 0.785 1.777
O 2.236 0.494 1.411
H 0.430 1.528 1.208
H 2.772 0.309 2.193

Löwdin atomic charge list, values in e, 5 entries: -0.07, -0.07, 0.05, 0.01, 0.04

=====

16.
Here is a cluster of 2 separate species, C3H6O2 in total at a distorted geometry from OMol25. Energies are from ωB97M-V/def2-TZVPD.

HOMO, eV: -9.67
Energy relative to the best compared isomer or geometry (same formula, charge and spin), kJ/mol: 187.9
DFT total energy, a.u.: -268.33367
Total charge: 0

Geometry (Å):
O 0.425 0.000 -1.779
C 0.866 -0.628 -2.691
H 1.905 -0.999 -2.670
H 0.309 -0.861 -3.607
O -0.216 1.431 1.757
C -0.010 0.243 1.756
C -0.995 -0.731 1.146
H 0.942 -0.161 2.154
H -1.817 -0.116 0.768
H -0.619 -1.209 0.242
H -1.431 -1.451 1.831

Löwdin atomic charge list, values in e, 5 entries: 0.00, -0.14, 0.08, 0.08, 0.04

=====

17.
Here is an isolated molecule of C3H6O2 from OMol25. Energies are from ωB97M-V/def2-TZVPD.

HOMO, eV: -10.38
Energy relative to the best compared isomer or geometry (same formula, charge and spin), kJ/mol: 202.2
DFT total energy, a.u.: -268.32820
Total charge: 0

Geometry (Å):
O 0.813 -0.252 -1.525
C 0.078 -1.012 -0.596
C -0.507 -0.135 0.521
C 0.224 1.029 1.010
O -0.791 1.166 0.017
H 0.226 0.410 -1.916
H -0.768 -1.524 -1.083
H 0.792 -1.769 -0.244
H -1.269 -0.565 1.174
H 1.266 1.125 0.707
H -0.064 1.527 1.934

Löwdin atomic charge list, values in e, 5 entries: -0.06, -0.21, -0.27, -0.11, -0.06

=====

18.
Here is a structure of composition C3H6O2 at a distorted geometry from OMol25. Energies are from ωB97M-V/def2-TZVPD.

HOMO, eV: -9.22
Energy relative to the best compared isomer or geometry (same formula, charge and spin), kJ/mol: 282.4
DFT total energy, a.u.: -268.29765
Total charge: 0

Geometry (Å):
C 1.418 0.006 -0.097
C -0.028 -0.291 0.132
O -0.299 -1.390 0.818
C -1.138 0.482 -0.420
O -1.376 0.698 0.927
H 2.073 -0.526 0.587
H 1.587 1.071 0.008
H 1.698 -0.253 -1.121
H -1.907 -0.061 -0.976
H -0.821 1.375 -0.977
H -1.207 -1.112 1.120

Löwdin atomic charge list, values in e, 5 entries: 0.01, -0.34, 0.08, -0.28, -0.14

=====

19.
Here is a cluster of 2 separate species, C3H6O2 in total at a distorted geometry from OMol25. Energies are from ωB97M-V/def2-TZVPD.

HOMO, eV: -8.57
Energy relative to the best compared isomer or geometry (same formula, charge and spin), kJ/mol: 764.5
DFT total energy, a.u.: -268.11405
Total charge: 0

Geometry (Å):
C 1.097 0.407 1.130
C 0.355 -0.511 0.827
C -0.692 -1.265 0.126
O 0.345 1.697 -1.377
O -1.132 1.716 -1.140
H 0.601 0.932 -0.571
H 1.962 0.778 1.651
H -1.003 -2.020 0.932
H -1.414 -0.590 -0.194
H -0.193 -1.541 -0.804
H 0.572 1.421 -2.291

Löwdin atomic charge list, values in e, 5 entries: 0.09, -0.17, -0.08, -0.13, -0.30